--- P ---
Entry from OMol25: a 2-piece molecular cluster, C3H10S3 overall (the ωB97M-V functional and the def2-TZVPD basis).

For the LUMO energy, the calculation gives 0.297 eV. The HOMO-LUMO gap comes out at 8.48 eV. The HOMO energy is -8.19 eV.

Atoms and positions in Å:
C 1.23216 0.27044 1.35840
H 0.07371 0.33528 -3.25644
H 1.14003 -0.04544 0.31123
S -1.86635 -0.92880 -0.40758
S -0.31967 -1.51595 -1.73443
H 0.91568 -0.60851 3.47774
S 0.78280 -1.21043 2.29070
H 0.22142 1.70890 2.60757
C -0.71002 -0.41002 -3.13173
H -1.67777 0.03174 -2.96725
H 2.29755 0.45068 1.43465
H 0.61042 2.33828 0.94222
H -0.69813 1.12400 1.29935
H -1.51539 -2.01332 0.28955
C 0.30948 1.47543 1.53606
H -0.79592 -1.00226 -4.05004

=====

--- Q ---
Entry from OMol25: a 2-piece molecular cluster, C3H10S3 overall (the ωB97M-V functional and the def2-TZVPD basis).

For the LUMO energy, the calculation gives 0.612 eV. The HOMO-LUMO gap comes out at 8.94 eV. The HOMO energy is -8.33 eV.

Atoms and positions in Å:
H 2.63989 1.61080 1.93373
S -1.54336 -0.93482 0.46329
H -2.67691 1.16466 0.56366
C 1.65804 1.39331 1.53667
H 1.05553 2.26144 1.29459
C -1.34114 -1.83598 -1.09905
H -0.77100 -1.51510 -1.96918
H -2.35635 -2.04450 -1.45628
H 3.55161 -1.09313 -0.50623
C -2.15302 0.64536 -0.23299
S 1.91009 0.76929 -0.20990
H -0.98485 -2.80909 -0.74953
H -2.86379 0.53092 -1.05593
H 1.27360 0.60978 2.18777
H -1.25736 1.09839 -0.63426
S 3.85902 0.14868 -0.06636

=====

--- R ---
Entry from OMol25: a 2-piece molecular cluster, C3H10S3 overall (the ωB97M-V functional and the def2-TZVPD basis).

For the LUMO energy, the calculation gives 0.616 eV. The HOMO-LUMO gap comes out at 9.01 eV. The HOMO energy is -8.39 eV.

Atoms and positions in Å:
S -2.24057 -0.06800 -0.32252
H 3.33689 -0.58278 1.56398
S 2.02536 -0.91682 -0.38089
C 3.00642 0.38844 -1.27581
C -3.86064 0.22268 0.65593
H 2.58109 1.45444 -1.12559
H -4.36760 1.08248 0.06917
H 2.71631 -0.03649 -2.24698
H -0.18449 0.42487 0.99868
H 4.09439 0.39844 -1.03550
C 2.92508 -1.47037 1.01455
H -3.76751 0.58587 1.68809
H 2.20684 -1.79565 1.68278
H -4.44477 -0.70104 0.38168
S -0.92669 1.39210 0.38219
H 3.67400 -2.19106 0.79514

=====

Most stable structure among those shown: P. Next: +21.4 kJ/mol.